[1]
Entry from the OMol25 dataset: a single C3H3NO2 molecule (ωB97M-V with the def2-TZVPD basis set).

XYZ file:
```
9
C3H3NO2 (ωB97M-V with the def2-TZVPD basis set)
O -0.399 -2.147 0.594
C -0.122 -1.016 0.286
C 0.079 0.153 1.155
N 0.102 0.960 0.025
O 0.220 2.168 -0.402
C -0.061 -0.088 -0.944
H 0.315 0.425 2.117
H 0.898 -0.298 -1.417
H -1.032 -0.157 -1.415
```

Values from the calculation:
LUMO = -0.022 hartree
E = -321.21446 Ha
SMILES = O=C1C=[N+]([O-])C1
Gap between HOMO and LUMO = 9.30 eV
Relative energy (zero: lowest compared OMol25 entry of this formula, charge and spin) = 428.4 kJ/mol
Highest occupied orbital energy = -9.90 eV

***

[2]
Entry from the OMol25 dataset: a single C3H3NO2 molecule (ωB97M-V with the def2-TZVPD basis set).

XYZ file:
```
9
C3H3NO2 (ωB97M-V with the def2-TZVPD basis set)
N -2.305 0.313 -1.438
C -1.392 -0.015 -0.807
C -0.298 0.050 0.168
O -0.450 -0.773 1.272
C 1.153 0.038 -0.299
O 2.007 -0.401 0.434
H -0.548 1.144 0.276
H 0.447 -0.897 1.643
H 1.385 0.541 -1.248
```

Values from the calculation:
LUMO = 0.003 hartree
E = -321.29620 Ha
SMILES = N#C[C@@H](O)C=O
Gap between HOMO and LUMO = 11.16 eV
Relative energy (zero: lowest compared OMol25 entry of this formula, charge and spin) = 213.8 kJ/mol
Highest occupied orbital energy = -11.07 eV

***

[3]
Entry from the OMol25 dataset: 2 unconnected molecules or ions with the total composition C3H3NO2 (ωB97M-V with the def2-TZVPD basis set).

XYZ file:
```
9
C3H3NO2 (ωB97M-V with the def2-TZVPD basis set)
N -2.198 1.336 0.527
C -1.224 0.874 0.104
C -0.035 0.322 -0.441
O 0.332 0.768 -1.710
C 0.748 -0.651 0.033
O 1.658 -1.365 0.166
H 1.283 0.649 -1.815
H -0.508 -1.184 1.390
H -0.056 -0.748 1.746
```

Values from the calculation:
LUMO = -0.008 hartree
E = -321.22409 Ha
SMILES = N#CC(O)=C=O.[H][H]
Gap between HOMO and LUMO = 9.10 eV
Relative energy (zero: lowest compared OMol25 entry of this formula, charge and spin) = 403.2 kJ/mol
Highest occupied orbital energy = -9.30 eV

***

[4]
Entry from the OMol25 dataset: a molecular structure, C3H3NO2 (ωB97M-V with the def2-TZVPD basis set).

XYZ file:
```
9
C3H3NO2 (ωB97M-V with the def2-TZVPD basis set)
C 1.778 0.070 -0.072
C -0.895 0.778 -0.201
C -0.175 -0.498 -0.310
N 2.844 0.445 0.072
O -1.551 1.037 0.779
O -0.404 -1.400 0.654
H -0.825 1.447 -1.072
H -0.018 -0.940 -1.285
H -0.753 -0.939 1.435
```

Values from the calculation:
LUMO = -0.044 hartree
E = -321.25447 Ha
Gap between HOMO and LUMO = 10.26 eV
Relative energy (zero: lowest compared OMol25 entry of this formula, charge and spin) = 323.4 kJ/mol
Highest occupied orbital energy = -11.45 eV